Here is a molecular structure, C39H44N3PdS from the OMol25 dataset. Energies are from the ωB97M-V functional and the def2-TZVPD basis.

As for the HOMO-LUMO gap: 7.2412 eV. The value obtained for the total energy is -59936.66877 eV. The value obtained for the HOMO energy is -11.027 eV. For the energy above the lowest of the compared OMol25 structures with the same formula, charge and spin, the calculation gives 13.73 kJ/mol. The total charge is +1.

Each line ends with the Mulliken charge.
Cartesian coordinates (Å):
Pd (-0.262, 0.414, 0.591)  -0.933
C (-3.722, -0.194, 0.791)  -1.233
C (-3.865, -0.794, -0.606)  0.480
C (-3.343, 0.109, -1.719)  -1.146
C (-3.324, -2.206, -0.673)  0.777
C (-4.255, -3.232, -0.771)  -1.105
C (-3.876, -4.563, -0.831)  -1.582
C (-2.537, -4.887, -0.776)  -0.615
C (-1.555, -3.903, -0.685)  0.595
C (-0.113, -4.355, -0.542)  1.528
C (0.056, -5.295, 0.655)  -1.745
C (0.384, -5.019, -1.824)  -1.576
C (-1.964, -2.564, -0.664)  -0.072
N (-0.915, -1.572, -0.566)  0.501
C (-0.242, -1.366, -1.629)  0.422
C (1.075, -0.605, -1.676)  -0.749
N (1.653, -0.202, -0.615)  0.844
C (3.012, 0.242, -0.520)  0.645
C (3.276, 1.397, 0.254)  -0.025
C (4.596, 1.731, 0.514)  -0.579
C (5.642, 0.962, 0.042)  -1.610
C (5.365, -0.146, -0.730)  -1.162
C (4.061, -0.538, -1.051)  0.641
C (4.015, -1.770, -1.963)  0.543
C (3.953, -1.407, -3.450)  -1.401
C (3.068, -2.908, -1.594)  -1.342
C (2.213, 2.375, 0.700)  2.706
C (2.479, 3.029, 2.054)  -1.904
C (1.999, 3.433, -0.385)  -1.455
H (-4.086, 0.835, 0.809)  0.406
H (-2.684, -0.191, 1.131)  0.005
H (-4.298, -0.773, 1.512)  0.461
H (-4.940, -0.893, -0.783)  0.603
H (-2.297, 0.376, -1.576)  -0.238
H (-3.910, 1.039, -1.751)  0.452
H (-3.435, -0.380, -2.690)  0.408
H (-5.305, -2.973, -0.802)  0.421
H (-4.624, -5.340, -0.910)  0.395
H (-2.237, -5.926, -0.798)  0.382
H (0.511, -3.487, -0.332)  -0.374
H (-0.477, -6.235, 0.510)  0.329
H (-0.315, -4.837, 1.572)  0.393
H (1.110, -5.536, 0.794)  0.469
H (-0.185, -5.926, -2.030)  0.444
H (1.433, -5.301, -1.735)  0.385
H (0.276, -4.367, -2.693)  0.294
H (-0.539, -1.805, -2.584)  0.345
H (1.503, -0.526, -2.672)  0.359
H (4.811, 2.614, 1.097)  0.303
H (6.666, 1.225, 0.269)  0.400
H (6.183, -0.744, -1.110)  0.454
H (5.011, -2.197, -1.828)  0.656
H (3.006, -0.963, -3.751)  0.237
H (4.101, -2.300, -4.056)  0.410
H (4.736, -0.693, -3.705)  0.405
H (2.017, -2.694, -1.765)  0.009
H (3.182, -3.198, -0.549)  0.358
H (3.307, -3.775, -2.212)  0.548
H (1.262, 1.848, 0.822)  -1.089
H (3.303, 3.741, 2.016)  0.543
H (2.704, 2.290, 2.825)  0.389
H (1.594, 3.589, 2.363)  0.368
H (2.910, 4.014, -0.535)  0.383
H (1.198, 4.120, -0.103)  0.369
H (1.737, 2.977, -1.341)  0.319
S (-1.167, 1.947, 4.733)  -0.320
C (-0.257, 0.482, 4.971)  1.411
C (0.114, -0.129, 6.165)  -0.672
C (0.850, -1.293, 6.091)  -0.578
C (1.216, -1.846, 4.857)  -0.730
C (0.851, -1.244, 3.672)  -0.631
C (0.105, -0.070, 3.739)  -0.986
N (-0.341, 0.676, 2.662)  0.668
C (-1.013, 1.743, 3.037)  0.004
C (-1.501, 2.585, 1.964)  0.442
C (-2.156, 3.807, 2.069)  -0.408
C (-2.488, 4.500, 0.916)  -0.971
C (-2.156, 3.984, -0.330)  -0.971
C (-1.501, 2.759, -0.451)  -0.861
C (-1.196, 2.061, 0.701)  1.517
H (-0.163, 0.293, 7.120)  0.431
H (1.151, -1.788, 7.004)  0.406
H (1.795, -2.758, 4.837)  0.444
H (1.131, -1.661, 2.713)  0.416
H (-2.396, 4.219, 3.042)  0.495
H (-2.996, 5.450, 0.986)  0.427
H (-2.403, 4.539, -1.226)  0.488
H (-1.240, 2.375, -1.431)  0.532